1.
{
  "formula": "C21H23ClN2O3S",
  "method": "ωB97M-V/def2-TZVPD",
  "elements": ["O", "C", "N", "C", "C", "C", "C", "C", "C", "C", "C", "C", "C", "C", "C", "Cl", "C", "S", "O", "O", "N", "C", "C", "C", "C", "C", "C", "C", "H", "H", "H", "H", "H", "H", "H", "H", "H", "H", "H", "H", "H", "H", "H", "H", "H", "H", "H", "H", "H", "H", "H"],
  "xyz": [[-2.307172, -2.053835, 1.697110], [-2.034212, -2.147003, 0.519577], [-2.955740, -2.087230, -0.471113], [-4.307881, -1.647123, -0.211261], [-4.520441, -0.192372, -0.662952], [-3.402935, 0.677461, -0.140548], [-3.313295, 0.993680, 1.143411], [-2.184084, 1.763356, 1.749613], [-1.314718, 2.439622, 0.693723], [-1.050415, 1.473176, -0.454832], [-2.366330, 1.117734, -1.139359], [-0.624560, -2.377003, 0.058512], [-0.299996, -3.134285, -1.063783], [1.021385, -3.355208, -1.408689], [2.036122, -2.812602, -0.630197], [3.672538, -3.110999, -1.024400], [1.722062, -2.050287, 0.483504], [3.013759, -1.430791, 1.571662], [3.772112, -2.545194, 2.047390], [2.408798, -0.540602, 2.510273], [4.049480, -0.610589, 0.555605], [3.923756, 0.698309, 0.105703], [2.696123, 1.349493, 0.148299], [2.591318, 2.646069, -0.322514], [3.691927, 3.298231, -0.851633], [4.912274, 2.645935, -0.901945], [5.032300, 1.354987, -0.424550], [0.403561, -1.846759, 0.833400], [-2.640436, -2.034208, -1.426841], [-5.010560, -2.314415, -0.719502], [-4.449782, -1.726586, 0.867777], [-4.548944, -0.146413, -1.753912], [-5.485614, 0.145692, -0.283164], [-4.068288, 0.650282, 1.837029], [-1.580388, 1.062340, 2.336021], [-2.576967, 2.506312, 2.448324], [-1.828259, 3.323074, 0.306854], [-0.374780, 2.763438, 1.144099], [-0.591649, 0.562868, -0.061755], [-0.361253, 1.911775, -1.179692], [-2.746877, 1.991292, -1.680976], [-2.197767, 0.332041, -1.881797], [-1.077492, -3.592145, -1.657358], [1.274770, -3.956674, -2.267208], [4.973824, -1.010321, 0.526518], [1.843484, 0.846563, 0.572896], [1.638909, 3.151888, -0.275705], [3.600621, 4.308717, -1.219489], [5.778443, 3.145217, -1.310076], [5.985253, 0.846721, -0.458587], [0.178032, -1.283623, 1.726537]],
  "atomic_forces_ev_per_a": [[0.1, 0.1, 0.3], [0.2, -0.2, -0.2], [-0.1, 0.0, -0.3], [-0.3, 0.1, 0.0], [0.1, -0.2, 0.3], [-0.2, 0.1, -0.2], [0.0, 0.1, 0.0], [0.1, 0.1, 0.0], [0.1, -0.2, 0.1], [-0.1, 0.3, -0.2], [0.2, 0.0, 0.2], [0.3, -0.1, 0.1], [0.0, 0.2, 0.2], [0.2, 0.1, 0.1], [-0.3, -0.1, -0.1], [0.3, -0.5, -0.6], [0.4, 0.2, 0.4], [0.4, 0.0, -0.2], [0.0, 0.0, -0.2], [-0.2, 0.1, -0.3], [-0.2, -0.6, 0.8], [-0.4, 0.6, -0.1], [0.0, 0.1, 0.0], [0.0, 0.0, 0.0], [0.0, 0.1, 0.0], [0.0, 0.0, 0.0], [0.0, -0.2, 0.1], [-0.2, 0.0, 0.1], [0.1, 0.0, 0.1], [0.0, 0.0, 0.1], [-0.1, 0.0, -0.1], [-0.1, 0.0, 0.0], [-0.1, 0.0, -0.1], [-0.2, -0.1, 0.0], [0.0, 0.0, 0.1], [0.0, 0.0, 0.1], [0.0, 0.1, 0.0], [0.0, 0.1, 0.0], [0.1, 0.0, 0.0], [0.1, -0.1, 0.0], [0.0, 0.0, -0.1], [-0.1, 0.0, 0.0], [-0.1, 0.0, -0.1], [0.1, -0.1, -0.1], [-0.1, -0.2, 0.1], [-0.2, 0.1, 0.0], [-0.1, 0.0, 0.0], [0.0, 0.1, 0.0], [0.1, 0.0, 0.0], [0.1, -0.1, 0.0], [-0.1, 0.0, 0.1]],
  "homo_ev": -8.7,
  "multiplicity": 1,
  "smiles": "O=C(NCCC1=CCCCC1)c1ccc(Cl)c(S(=O)(=O)Nc2ccccc2)c1",
  "lumo_ha": 0.0022,
  "de_lowest_kcal_mol": 41.7,
  "orbital_gap_ev": 8.73,
  "total_energy_ev": -54630.935
}

2.
{
  "formula": "C21H23CrN3O6",
  "method": "ωB97M-V/def2-TZVPD",
  "elements": ["Cr", "C", "O", "C", "C", "C", "C", "C", "C", "N", "N", "C", "C", "C", "C", "O", "C", "N", "C", "C", "C", "C", "H", "H", "H", "H", "H", "H", "H", "H", "H", "H", "H", "H", "C", "C", "C", "O", "C", "O", "O", "H", "H", "H", "H", "H", "H", "H", "C", "O", "H", "H", "H", "H"],
  "xyz": [[-0.398905, 0.293694, 0.023154], [6.083229, -5.317139, -3.367769], [6.124710, -4.667711, -4.627589], [5.006765, -4.081328, -5.086583], [5.105845, -3.427826, -6.318579], [4.020597, -2.783789, -6.864400], [2.814014, -2.721252, -6.163409], [2.696168, -3.430968, -4.962823], [3.770314, -4.117445, -4.435060], [1.727028, -2.044439, -6.745934], [0.886280, -1.412817, -6.088530], [1.010819, -0.993138, -4.766084], [2.124534, -0.273937, -4.347816], [2.212818, 0.291185, -3.073491], [1.179462, 0.121574, -2.178672], [1.112269, 0.583918, -0.915325], [0.034072, -0.582110, -2.594062], [-0.936075, -0.668733, -1.637205], [-2.071162, -1.268571, -1.962253], [-2.303119, -1.798843, -3.233988], [-1.325354, -1.729483, -4.199964], [-0.102513, -1.111253, -3.888099], [7.105017, -5.606731, -3.143812], [5.454701, -6.209946, -3.405016], [5.719467, -4.645348, -2.586936], [6.056590, -3.455114, -6.834521], [4.099269, -2.286120, -7.822144], [1.733761, -3.496833, -4.474328], [3.634805, -4.693619, -3.531030], [2.938355, -0.142565, -5.047959], [3.094737, 0.849083, -2.786144], [-2.837897, -1.314731, -1.199939], [-3.260361, -2.251191, -3.447850], [-1.492555, -2.116695, -5.197012], [-2.138786, -0.949981, 3.390191], [-2.284016, -1.333005, 1.924023], [-3.029750, -2.639480, 1.731587], [-0.957600, -1.417801, 1.310115], [-3.002602, -0.173339, 1.182289], [-4.193020, -0.036528, 1.259047], [-2.162797, 0.595461, 0.542358], [-1.684164, -1.765441, 3.954586], [-3.119661, -0.731931, 3.809954], [-1.510553, -0.063107, 3.481198], [-2.645814, -3.407368, 2.406741], [-2.934852, -2.990231, 0.702152], [-4.084413, -2.484442, 1.947745], [-0.620485, -2.311436, 1.425178], [1.350278, 1.555038, 2.531139], [0.187308, 1.515176, 1.683476], [1.050620, 1.531068, 3.578173], [1.939427, 2.450146, 2.339783], [1.945677, 0.676032, 2.303011], [-0.354866, 2.297404, 1.831224]],
  "atomic_forces_ev_per_a": [[-0.3, -0.2, 1.7], [0.0, 0.0, 0.0], [0.2, 0.0, 0.0], [-0.4, 0.1, -0.1], [0.3, -0.1, 0.1], [-0.2, 0.2, 0.0], [0.4, -0.3, 0.9], [-0.1, 0.2, -0.4], [0.2, -0.1, 0.1], [-0.5, 0.1, -0.2], [-0.4, 0.0, -1.0], [1.0, 0.3, 0.9], [-0.5, -0.4, -0.4], [-0.1, 0.2, 0.7], [0.2, -0.4, -0.9], [-0.5, 0.3, 0.6], [0.1, 0.1, 0.0], [-0.4, -0.5, -0.8], [0.1, 0.2, 0.3], [0.1, -0.1, -0.3], [-0.2, 0.0, 0.1], [0.2, -0.1, 0.1], [0.0, 0.0, 0.0], [0.0, 0.0, 0.0], [0.0, 0.0, 0.0], [0.0, 0.0, 0.0], [0.0, 0.0, 0.0], [0.0, 0.1, 0.1], [0.0, 0.0, 0.0], [0.0, 0.0, 0.0], [0.0, 0.0, 0.0], [0.0, 0.0, 0.0], [0.0, 0.0, 0.0], [0.0, 0.0, 0.0], [0.1, 0.0, -0.1], [-0.4, 0.3, 0.0], [0.2, 0.0, 0.0], [0.3, 0.4, -0.3], [-0.2, -1.0, 0.5], [0.3, 0.2, -0.1], [0.7, 1.0, -0.6], [0.0, 0.0, 0.0], [0.0, 0.0, 0.0], [0.0, 0.0, 0.0], [0.0, 0.0, 0.0], [-0.1, 0.0, 0.0], [0.0, 0.0, 0.0], [0.2, 0.0, -0.2], [0.2, -0.1, 0.1], [-0.1, -0.1, -0.3], [0.0, 0.0, 0.0], [0.0, 0.0, -0.1], [0.0, 0.0, 0.0], [-0.1, 0.0, 0.0]],
  "s_squared": 0.7625,
  "charge": 1,
  "homo_ev": [-10.2, -10.2],
  "multiplicity": 2,
  "lumo_ha": [-0.1702, -0.1474],
  "de_lowest_kcal_mol": 0.6,
  "orbital_gap_ev": [5.59, 6.22],
  "total_energy_ev": -67319.694
}

3.
{
  "formula": "C21H23F2N3O7S",
  "method": "ωB97M-V/def2-TZVPD",
  "elements": ["C", "O", "C", "C", "C", "C", "S", "O", "O", "N", "C", "C", "O", "C", "C", "C", "C", "N", "C", "O", "C", "O", "N", "C", "C", "C", "C", "C", "C", "C", "O", "C", "F", "F", "H", "H", "H", "H", "H", "H", "H", "H", "H", "H", "H", "H", "H", "H", "H", "H", "H", "H", "H", "H", "H", "H", "H"],
  "xyz": [[-1.930440, 1.664238, -4.033594], [-1.687725, 1.719773, -2.645465], [-1.384154, 0.567477, -1.987489], [-1.358322, -0.697486, -2.558558], [-1.018746, -1.803988, -1.792426], [-0.691805, -1.635076, -0.465467], [-0.262153, -3.038514, 0.555613], [0.740071, -2.620800, 1.495745], [0.000096, -4.167646, -0.283138], [-1.630980, -3.391257, 1.431104], [-2.024915, -2.446017, 2.451729], [-3.039842, -3.136159, 3.366673], [-4.146289, -3.605250, 2.629174], [-3.746450, -4.523282, 1.639069], [-2.752891, -3.882827, 0.665594], [-0.713879, -0.387890, 0.129826], [-1.068453, 0.721260, -0.619256], [-1.079033, 2.011937, -0.095901], [-0.943681, 2.370806, 1.207190], [-1.004301, 1.620227, 2.154634], [-0.705094, 3.873404, 1.384711], [-0.133165, 4.515055, 0.256333], [1.093610, 4.147314, -0.198581], [1.744238, 3.173571, 0.284566], [3.028387, 2.813982, -0.294388], [3.771747, 3.736060, -1.027495], [4.990869, 3.386203, -1.573082], [5.477966, 2.102966, -1.393371], [4.750855, 1.164279, -0.678714], [3.529252, 1.513452, -0.127912], [2.712389, 0.634180, 0.588233], [3.020370, -0.671723, 0.668602], [3.144004, -1.239599, -0.560550], [4.211507, -0.890769, 1.282358], [-2.099394, 2.694981, -4.340228], [-2.819149, 1.068244, -4.259911], [-1.068925, 1.260858, -4.572688], [-1.597528, -0.833151, -3.600647], [-0.982672, -2.792021, -2.220980], [-1.129903, -2.161668, 3.003077], [-2.486461, -1.551370, 2.007389], [-3.437155, -2.433783, 4.100453], [-2.550777, -3.975550, 3.881149], [-4.656054, -4.828856, 1.119705], [-3.274399, -5.398829, 2.107273], [-2.369635, -4.615082, -0.044243], [-3.248597, -3.062312, 0.122404], [-0.435582, -0.282302, 1.164065], [-1.123505, 2.748750, -0.791548], [-0.097648, 4.022500, 2.286163], [-1.662560, 4.382873, 1.519697], [1.404228, 2.538946, 1.102823], [3.366087, 4.727515, -1.148928], [5.561302, 4.109874, -2.134590], [6.430934, 1.818561, -1.812314], [5.151452, 0.170481, -0.564970], [2.232897, -1.206560, 1.221084]],
  "atomic_forces_ev_per_a": [[-0.1, 0.0, -0.3], [0.1, -0.2, 0.5], [0.0, -0.1, 0.2], [0.0, 0.2, 0.0], [0.0, -0.1, 0.0], [0.2, -0.6, 0.2], [-0.2, -0.1, 0.0], [-0.3, 0.2, 0.1], [-0.2, 0.1, -0.2], [0.9, 0.0, -0.4], [-0.2, 0.2, 0.5], [0.3, 0.2, 0.0], [-0.2, 0.1, 0.0], [0.2, 0.0, -0.3], [-0.5, -0.3, -0.2], [0.0, 0.2, 0.1], [-0.1, -0.3, -0.1], [-0.2, 0.2, -0.4], [-0.1, 0.4, -0.2], [0.1, -0.1, 0.2], [0.3, -0.2, 0.3], [-0.7, 0.1, 0.2], [0.7, 0.3, -0.7], [-0.7, -0.3, 0.8], [0.5, -0.3, -0.2], [0.0, -0.2, 0.1], [0.0, 0.1, -0.1], [-0.1, 0.0, 0.1], [0.2, -0.2, 0.0], [-0.2, 0.2, -0.1], [0.2, 1.0, -0.2], [-0.4, -1.3, 0.4], [-0.1, 0.1, -0.2], [0.2, 0.2, 0.2], [0.0, -0.1, 0.0], [0.0, 0.0, 0.0], [0.0, 0.0, 0.0], [0.0, 0.0, -0.1], [0.0, -0.1, -0.1], [-0.1, 0.1, 0.1], [0.0, 0.0, 0.1], [0.1, 0.0, 0.0], [0.0, 0.1, 0.0], [0.1, 0.0, 0.0], [0.0, 0.0, -0.1], [-0.2, 0.0, 0.0], [0.0, -0.1, 0.0], [0.0, 0.1, 0.1], [0.1, 0.0, 0.2], [-0.1, -0.1, -0.1], [0.1, -0.1, 0.0], [-0.1, 0.2, 0.0], [0.0, 0.1, 0.0], [0.0, 0.1, 0.0], [0.1, 0.0, 0.0], [0.0, 0.0, 0.0], [0.3, 0.4, -0.2]],
  "homo_ev": -8.8,
  "multiplicity": 1,
  "smiles": "COc1ccc(S(=O)(=O)N2CCOCC2)cc1NC(=O)CO/N=C/c1ccccc1OC(F)F",
  "lumo_ha": 0.0181,
  "orbital_gap_ev": 9.31,
  "total_energy_ev": -57221.123
}

4.
{
  "formula": "C21H23F3O14S",
  "method": "ωB97M-V/def2-TZVPD",
  "elements": ["O", "S", "O", "C", "C", "C", "C", "O", "C", "C", "F", "F", "F", "C", "C", "C", "O", "O", "O", "H", "H", "H", "H", "H", "H", "H", "H", "H", "H", "H", "H", "H", "H", "H", "C", "C", "C", "O", "C", "C", "C", "O", "O", "O", "H", "H", "H", "H", "C", "C", "C", "O", "C", "C", "C", "O", "O", "O", "H", "H", "H", "H"],
  "xyz": [[6.617143, -3.144596, 2.778809], [5.460905, -2.682638, 2.112678], [4.274173, -3.677039, 2.645006], [3.125050, -3.596742, 1.777465], [2.528547, -2.197051, 1.773677], [1.073153, -2.201061, 1.260621], [0.086524, -1.768969, 2.344703], [-1.065146, -1.132996, 1.789004], [-1.039870, 0.265616, 1.870206], [-1.554212, 0.782455, 3.184278], [-1.026673, 0.203472, 4.243592], [-2.846628, 0.600507, 3.265329], [-1.317582, 2.064395, 3.273536], [3.369184, -1.119881, 1.057980], [4.256210, -0.405032, 2.075038], [5.054161, 0.738292, 1.496703], [6.190889, 0.279574, 0.803243], [7.322965, 0.703802, 1.512131], [5.098089, -1.264487, 2.855930], [2.391216, -4.240296, 2.235637], [3.347674, -3.960947, 0.779109], [2.470672, -1.890010, 2.813356], [0.853178, -3.233632, 1.003705], [0.955853, -1.623759, 0.357296], [-0.252906, -2.656506, 2.860810], [0.592016, -1.067441, 2.997499], [-1.720728, 0.639102, 1.113738], [-0.062904, 0.666152, 1.618813], [2.672731, -0.371035, 0.700088], [3.901006, -1.474934, 0.184509], [3.567903, 0.058752, 2.774864], [5.374593, 1.340676, 2.335329], [4.407257, 1.371744, 0.896226], [7.341861, 0.145066, 2.306691], [-1.412255, -1.001114, -1.621573], [-2.222384, -1.418986, -2.605454], [-2.105036, -0.887464, -4.008064], [-2.864357, -1.323671, -4.852148], [-1.096718, 0.125700, -4.276504], [-0.291437, 0.541605, -3.292243], [-0.392864, -0.009432, -1.906389], [0.387303, 0.415972, -1.064032], [0.643460, 1.463904, -3.479423], [-3.172953, -2.319513, -2.412865], [-1.483739, -1.372963, -0.606606], [-1.033740, 0.517867, -5.281158], [1.089932, 1.580195, -2.618814], [-3.608140, -2.444277, -3.280463], [-4.754843, 2.445038, -0.473260], [-3.539768, 2.323679, -1.016760], [-3.262012, 2.745806, -2.432303], [-2.134817, 2.637624, -2.882199], [-4.369574, 3.269600, -3.218330], [-5.587855, 3.388277, -2.675299], [-5.857371, 2.994053, -1.254609], [-6.980236, 3.142183, -0.815256], [-6.628830, 3.859074, -3.348927], [-2.514672, 1.811695, -0.327547], [-4.964737, 2.144951, 0.544158], [-4.163255, 3.553851, -4.240414], [-7.384562, 3.843481, -2.728534], [-1.740843, 1.822314, -0.922581]],
  "atomic_forces_ev_per_a": [[1.5, -0.4, 1.1], [-0.7, 0.0, -1.2], [0.1, 0.5, -0.3], [-0.3, 0.5, 0.6], [-0.3, 0.4, -0.6], [0.4, -1.0, 0.2], [0.1, 0.4, -0.9], [-0.1, -0.3, 0.2], [0.1, -0.5, -0.8], [0.5, -0.7, -0.9], [0.8, -0.7, 1.1], [-2.0, -0.2, 0.1], [0.4, 2.0, 0.1], [-0.2, 0.0, 0.7], [-0.5, 0.2, -0.5], [0.0, 0.0, 0.7], [-0.5, -0.2, -0.4], [0.9, 0.4, 0.3], [-0.1, -0.3, 0.0], [-0.1, -0.5, 0.1], [0.2, 0.0, -0.2], [0.2, -0.1, 0.4], [-0.3, -0.2, -0.3], [0.0, 0.4, -0.2], [-0.1, 0.0, 0.5], [0.0, -0.1, 0.5], [-0.1, 0.0, 0.1], [0.4, 0.2, 0.3], [-0.1, 0.3, -0.1], [0.2, -0.2, -0.1], [-0.2, 0.0, 0.4], [0.3, 0.3, 0.1], [0.0, 0.0, -0.5], [-0.1, -0.2, -0.2], [0.2, 0.1, 0.2], [0.0, -0.1, 0.4], [0.3, 0.4, -0.4], [-0.2, -0.2, 0.2], [-0.2, -0.3, -0.1], [0.1, 0.1, -0.6], [-0.3, -0.5, 0.2], [0.1, 0.2, -0.1], [0.1, -0.1, 0.3], [-0.1, 0.0, -0.3], [0.0, 0.0, 0.0], [0.0, 0.0, 0.0], [0.0, 0.0, -0.1], [0.0, 0.0, 0.0], [-0.2, 0.1, 0.0], [-0.1, -0.1, 0.4], [-0.3, 0.3, -0.5], [0.1, -0.1, 0.5], [0.2, -0.1, 0.0], [0.1, 0.1, -0.4], [0.2, -0.2, 0.4], [-0.1, 0.1, -0.2], [-0.2, 0.0, 0.3], [0.0, 0.3, -0.6], [0.0, 0.0, 0.0], [0.0, 0.0, 0.0], [0.0, 0.0, -0.1], [0.0, 0.1, 0.1]],
  "homo_ev": -9.9,
  "multiplicity": 1,
  "lumo_ha": -0.0738,
  "de_lowest_kcal_mol": 0.0,
  "orbital_gap_ev": 7.91,
  "total_energy_ev": -69797.688
}